{
  "formula": "C4H7NO2",
  "method": "the ωB97M-V functional and the def2-TZVPD basis",
  "species": ["C", "C", "O", "N", "C", "C", "O", "H", "H", "H", "H", "H", "H", "H"],
  "positions_angstrom": [[0.215, 2.288, -0.200], [-0.062, 0.821, -0.429], [-0.837, 0.444, -1.291], [0.607, -0.049, 0.400], [0.469, -1.446, 0.212], [-0.879, -2.001, 0.106], [-0.093, -2.227, 1.254], [-0.730, 2.769, 0.066], [0.956, 2.485, 0.580], [0.555, 2.727, -1.142], [1.283, 0.302, 1.063], [1.299, -1.942, -0.294], [-1.734, -1.343, 0.259], [-1.047, -2.827, -0.583]],
  "charge": 0,
  "homo_energy_ha": -0.368,
  "e_above_lowest_kj_mol": 150.5,
  "energy_ha": -361.823529
}